(1)
A structure of composition C24H26CaN3O6, computed with wB97M-V/def2-TZVPD.

Atoms and positions in Å:
H (2.213, 0.912, 3.621)
N (1.242, 1.089, -2.130)
C (-0.250, 2.475, 2.677)
H (-2.228, 3.236, 1.350)
H (-0.545, 4.187, -1.030)
O (-1.653, -0.336, -0.685)
H (-3.313, 0.779, -0.147)
C (1.330, -1.306, -1.804)
C (0.790, 0.822, -4.856)
C (1.602, -1.705, 1.798)
N (1.794, -0.413, 2.112)
C (1.627, -2.560, -2.317)
C (1.572, -2.069, 0.362)
O (2.119, -5.145, -3.205)
H (1.307, -3.721, 2.476)
C (-1.931, -1.271, 0.337)
H (-1.858, -1.332, 2.497)
C (-2.254, 1.672, -1.789)
H (-2.285, 1.688, 2.883)
H (-1.035, 0.809, 3.797)
H (0.731, -1.284, -4.458)
O (2.167, -5.917, -1.090)
H (-0.529, 3.293, 3.351)
H (0.606, 0.715, -5.915)
C (1.846, -3.616, -1.440)
C (1.117, -0.131, -2.684)
C (2.064, -5.074, -1.980)
C (1.183, 2.154, -2.925)
H (-3.058, -0.173, 1.868)
H (-3.456, -0.126, -1.678)
H (0.764, 2.156, 2.919)
C (-1.247, 1.327, 2.853)
C (1.631, -2.362, 4.103)
C (-1.380, 3.634, -0.586)
C (0.975, 2.079, -4.290)
H (-2.851, -1.819, 0.109)
C (-2.058, -0.600, 1.706)
H (2.077, -0.733, 5.447)
Ca (0.347, 0.888, 0.071)
H (-1.097, -1.975, 0.316)
H (2.083, -4.181, 0.577)
C (-1.322, 3.682, 0.930)
H (1.317, 3.113, -2.442)
C (1.851, -3.354, -0.078)
C (1.906, -1.043, 4.427)
H (-1.778, 1.389, -2.736)
C (0.859, -0.294, -4.046)
N (1.282, -1.079, -0.483)
O (-0.182, 2.929, 1.338)
H (-3.071, 2.369, -1.994)
H (1.705, -2.783, -3.371)
O (-1.272, 2.278, -0.971)
H (-1.230, 4.714, 1.291)
H (1.553, -3.119, 4.871)
H (0.960, 2.976, -4.889)
C (1.489, -2.699, 2.769)
H (-2.317, 4.073, -0.945)
C (-2.775, 0.458, -1.046)
C (1.973, -0.119, 3.397)
O (-1.107, 0.444, 1.759)

Forces on atoms 1 to 2 (eV/Å):
H 0.00 0.08 0.05
N 0.05 -0.40 -0.26

Output
total charge: +1
gap between HOMO and LUMO: 6.59 eV
LUMO: -3.18 eV
HOMO: -0.3589 Ha

Charges per atom according to natural (NBO) partitioning, unit e: atom 1 (H): 0.19, atom 2 (N): -0.57, atom 3 (C): -0.10, atom 4 (H): 0.18, atom 5 (H): 0.20, atom 6 (O): -0.58, atom 7 (H): 0.18, atom 8 (C): 0.22, atom 9 (C): -0.13, atom 10 (C): 0.17, atom 11 (N): -0.51, atom 12 (C): -0.22, atom 13 (C): 0.15, atom 14 (O): -0.71, atom 15 (H): 0.25, atom 16 (C): -0.10, atom 17 (H): 0.21, atom 18 (C): -0.08, atom 19 (H): 0.19, atom 20 (H): 0.21, atom 21 (H): 0.25, atom 22 (O): -0.71, atom 23 (H): 0.21, atom 24 (H): 0.24, atom 25 (C): 0.00, atom 26 (C): 0.17, atom 27 (C): 0.73, atom 28 (C): 0.05, atom 29 (H): 0.19, atom 30 (H): 0.21, atom 31 (H): 0.21, atom 32 (C): -0.10, atom 33 (C): -0.14, atom 34 (C): -0.08, atom 35 (C): -0.25, atom 36 (H): 0.21, atom 37 (C): -0.10, atom 38 (H): 0.24, atom 39 (Ca): 1.78, atom 40 (H): 0.23, atom 41 (H): 0.26, atom 42 (C): -0.09, atom 43 (H): 0.20, atom 44 (C): -0.21, atom 45 (C): -0.25, atom 46 (H): 0.21, atom 47 (C): -0.22, atom 48 (N): -0.63, atom 49 (O): -0.59, atom 50 (H): 0.21, atom 51 (H): 0.26, atom 52 (O): -0.62, atom 53 (H): 0.21, atom 54 (H): 0.24, atom 55 (H): 0.24, atom 56 (C): -0.22, atom 57 (H): 0.21, atom 58 (C): -0.09, atom 59 (C): 0.03, atom 60 (O): -0.62

(2)
A structure of composition C24H26Cl3N2O2P2SiTi, computed with wB97M-V/def2-TZVPD.

Atoms and positions in Å:
H (4.445, 0.157, 3.009)
O (0.705, 0.032, -2.209)
H (4.065, 0.332, 0.614)
C (3.003, 0.179, 0.772)
H (-3.573, -1.976, 2.593)
H (-3.836, -0.427, 4.479)
N (2.813, 0.490, -1.516)
P (-1.882, 1.456, -0.544)
C (1.543, 0.050, 4.760)
C (2.330, 0.685, -3.869)
C (-3.316, -0.932, 2.460)
H (-1.100, -4.932, -0.070)
C (3.954, 1.338, -5.530)
H (-0.422, 0.000, 3.855)
C (-0.780, 2.856, -0.105)
Cl (-3.686, -3.645, 0.366)
C (-3.158, 1.284, 3.376)
Cl (-1.770, -1.626, -2.118)
C (2.995, 1.225, -6.533)
H (3.620, 0.103, 5.329)
C (-3.320, 2.349, -1.221)
O (0.234, -0.044, 1.368)
H (0.606, -4.576, -0.442)
H (-4.086, 1.622, -1.483)
N (2.208, 0.167, -0.325)
C (-0.412, -3.113, 2.074)
C (2.500, 0.090, 2.096)
H (-3.706, 3.045, -0.474)
C (0.651, 0.023, 3.691)
H (3.254, 1.431, -7.564)
H (-2.438, 2.788, 2.040)
Ti (0.238, -0.323, -0.443)
C (2.915, 0.089, 4.506)
H (-0.524, -2.252, 2.731)
H (0.568, -3.556, 2.257)
P (-0.554, -2.595, 0.326)
C (-3.469, -0.057, 3.529)
H (0.369, 0.278, -4.602)
H (-3.260, 1.971, 4.208)
C (-2.697, 1.741, 2.149)
C (-0.420, -4.212, -0.527)
C (1.704, 0.846, -6.197)
H (0.948, 0.758, -6.968)
H (4.965, 1.637, -5.781)
C (1.958, 0.395, -2.477)
H (-0.667, -4.107, -1.581)
Cl (-4.599, -1.045, -1.088)
H (-0.009, 2.530, 0.592)
H (-0.289, 3.184, -1.024)
H (-1.320, 3.702, 0.327)
C (3.628, 1.071, -4.212)
H (-1.189, -3.847, 2.300)
H (1.169, 0.043, 5.776)
Si (-2.730, -1.822, -0.150)
C (-2.531, 0.873, 1.077)
C (-2.847, -0.492, 1.220)
C (3.378, 0.113, 3.205)
C (1.372, 0.577, -4.875)
C (1.107, 0.022, 2.385)
H (-3.021, 2.894, -2.117)
H (4.365, 1.156, -3.424)

Forces on atoms 1 to 2 (eV/Å):
H 0.00 0.00 0.02
O 0.82 0.49 -1.55

Output
⟨S²⟩: 2.044
total charge: -1
gap between HOMO and LUMO (alpha / beta): 5.06 / 7.60 eV
LUMO (alpha / beta): 2.71 / 2.70 eV
spin multiplicity: 3
HOMO (alpha / beta): -0.0866 / -0.1801 Ha

Charges per atom according to natural (NBO) partitioning, unit e: atom 1 (H): 0.20, atom 2 (O): -0.82, atom 3 (H): 0.18, atom 4 (C): -0.01, atom 5 (H): 0.22, atom 6 (H): 0.21, atom 7 (N): -0.34, atom 8 (P): 0.85, atom 9 (C): -0.25, atom 10 (C): -0.01, atom 11 (C): -0.21, atom 12 (H): 0.23, atom 13 (C): -0.23, atom 14 (H): 0.22, atom 15 (C): -0.94, atom 16 (Cl): -0.43, atom 17 (C): -0.21, atom 18 (Cl): -0.35, atom 19 (C): -0.24, atom 20 (H): 0.20, atom 21 (C): -0.93, atom 22 (O): -0.83, atom 23 (H): 0.22, atom 24 (H): 0.27, atom 25 (N): -0.50, atom 26 (C): -0.93, atom 27 (C): -0.16, atom 28 (H): 0.22, atom 29 (C): -0.27, atom 30 (H): 0.20, atom 31 (H): 0.20, atom 32 (Ti): 1.38, atom 33 (C): -0.25, atom 34 (H): 0.25, atom 35 (H): 0.23, atom 36 (P): 0.37, atom 37 (C): -0.22, atom 38 (H): 0.23, atom 39 (H): 0.20, atom 40 (C): -0.23, atom 41 (C): -0.92, atom 42 (C): -0.22, atom 43 (H): 0.20, atom 44 (H): 0.20, atom 45 (C): 0.43, atom 46 (H): 0.25, atom 47 (Cl): -0.50, atom 48 (H): 0.26, atom 49 (H): 0.24, atom 50 (H): 0.21, atom 51 (C): -0.20, atom 52 (H): 0.22, atom 53 (H): 0.20, atom 54 (Si): 1.26, atom 55 (C): -0.20, atom 56 (C): -0.51, atom 57 (C): -0.19, atom 58 (C): -0.21, atom 59 (C): 0.31, atom 60 (H): 0.23, atom 61 (H): 0.23

(3)
A structure of composition C24H26ClIN5O6V, computed with wB97M-V/def2-TZVPD.

Atoms and positions in Å:
O (2.792, -1.524, -0.409)
C (1.496, -2.364, -4.284)
C (-2.977, 0.937, -0.804)
H (0.933, 3.591, -1.963)
C (1.414, 2.942, -1.245)
N (1.378, 0.873, -0.058)
H (-1.940, 3.510, 0.315)
H (-1.295, -0.558, -4.854)
C (2.501, 1.231, 0.594)
C (-0.240, 1.356, 3.032)
C (3.818, -1.551, 0.303)
C (2.588, 3.295, -0.614)
O (-0.849, -0.844, -0.106)
C (-3.998, -0.040, -1.058)
H (3.495, 0.959, 2.438)
I (2.929, -3.562, -5.189)
H (3.074, 4.236, -0.835)
H (0.361, -1.985, -6.071)
C (-0.329, -0.818, -2.977)
H (2.389, -2.522, -2.337)
H (4.424, -3.559, 0.316)
C (1.584, -2.113, -2.927)
H (-0.099, 1.426, -1.399)
C (0.238, 2.633, 2.769)
C (-0.369, 3.406, 1.789)
H (-5.589, 0.668, 2.313)
O (1.987, -4.068, 1.296)
H (4.844, -0.743, 1.826)
H (-4.308, -0.213, 3.175)
C (0.835, 1.722, -0.941)
N (-3.882, 0.218, 1.157)
O (-0.354, -3.875, 1.824)
H (0.218, 0.748, 3.803)
H (-5.364, -2.068, 1.216)
N (0.691, -1.351, -2.275)
N (-3.007, 1.133, 0.582)
O (1.027, -1.902, 1.671)
Cl (0.759, -3.339, 1.101)
C (4.865, -2.592, 0.072)
H (5.758, -2.440, 0.674)
C (-5.632, -1.368, 0.425)
H (-1.671, -0.158, 2.493)
H (-1.042, -0.208, -2.436)
C (-4.512, 0.555, 2.431)
H (-0.012, 4.408, 1.588)
C (-0.466, -1.019, -4.337)
H (2.176, -0.168, 2.180)
O (-2.162, 1.491, -1.547)
C (-1.313, 0.848, 2.314)
H (5.133, -2.597, -0.984)
C (-4.516, -0.427, 0.139)
N (4.008, -0.658, 1.272)
H (-5.880, -1.929, -0.472)
H (-4.105, 1.498, 2.785)
H (4.022, 2.696, 0.874)
C (-1.918, 1.632, 1.337)
C (-1.453, 2.915, 1.075)
C (3.126, 2.432, 0.330)
C (0.453, -1.806, -5.008)
V (0.681, -1.111, -0.128)
C (3.012, 0.332, 1.692)
H (-4.263, -0.419, -2.030)
H (-6.526, -0.827, 0.743)
H (1.064, 3.034, 3.343)

Forces on atoms 1 to 2 (eV/Å):
O -0.09 -0.04 0.07
C -0.01 0.01 0.00

Output
⟨S²⟩: 0.768
total charge: +1
gap between HOMO and LUMO (alpha / beta): 7.19 / 7.17 eV
LUMO (alpha / beta): -3.30 / -3.32 eV
spin multiplicity: 2
HOMO (alpha / beta): -0.3855 / -0.3855 Ha

Charges per atom according to natural (NBO) partitioning, unit e: atom 1 (O): -0.72, atom 2 (C): -0.21, atom 3 (C): 0.63, atom 4 (H): 0.25, atom 5 (C): -0.24, atom 6 (N): -0.50, atom 7 (H): 0.24, atom 8 (H): 0.25, atom 9 (C): 0.22, atom 10 (C): -0.21, atom 11 (C): 0.75, atom 12 (C): -0.13, atom 13 (O): -0.52, atom 14 (C): -0.42, atom 15 (H): 0.24, atom 16 (I): 0.22, atom 17 (H): 0.24, atom 18 (H): 0.24, atom 19 (C): 0.06, atom 20 (H): 0.24, atom 21 (H): 0.28, atom 22 (C): 0.04, atom 23 (H): 0.27, atom 24 (C): -0.23, atom 25 (C): -0.21, atom 26 (H): 0.21, atom 27 (O): -0.80, atom 28 (H): 0.42, atom 29 (H): 0.22, atom 30 (C): 0.08, atom 31 (N): -0.21, atom 32 (O): -0.76, atom 33 (H): 0.22, atom 34 (H): 0.24, atom 35 (N): -0.52, atom 36 (N): -0.29, atom 37 (O): -0.85, atom 38 (Cl): 1.92, atom 39 (C): -0.71, atom 40 (H): 0.23, atom 41 (C): -0.66, atom 42 (H): 0.24, atom 43 (H): 0.26, atom 44 (C): -0.42, atom 45 (H): 0.22, atom 46 (C): -0.22, atom 47 (H): 0.26, atom 48 (O): -0.71, atom 49 (C): -0.26, atom 50 (H): 0.25, atom 51 (C): 0.28, atom 52 (N): -0.56, atom 53 (H): 0.24, atom 54 (H): 0.23, atom 55 (H): 0.23, atom 56 (C): 0.21, atom 57 (C): -0.23, atom 58 (C): -0.19, atom 59 (C): -0.15, atom 60 (V): 1.38, atom 61 (C): -0.28, atom 62 (H): 0.24, atom 63 (H): 0.24, atom 64 (H): 0.22

(4)
The molecule C24H26FN5, computed with wB97M-V/def2-TZVPD.

Atoms and positions in Å:
N (1.099, 1.901, 0.774)
H (-3.386, -2.096, -2.303)
H (0.593, -4.361, 1.721)
C (-2.007, -1.071, 2.367)
C (2.922, 7.014, -0.930)
C (-4.217, -1.271, 1.510)
H (2.873, 0.752, 1.072)
H (0.157, -5.609, -0.330)
H (1.841, -3.959, 0.523)
N (0.461, -2.449, 0.777)
H (-2.562, -3.652, -2.520)
C (0.218, -3.994, -1.736)
H (1.277, -4.126, -1.970)
C (0.774, -3.855, 0.753)
C (2.458, 5.667, -0.466)
H (3.964, 7.180, -0.671)
H (-1.264, -1.331, 3.107)
C (3.343, 4.748, 0.081)
H (-1.119, -4.410, -0.094)
N (-0.211, 1.676, 0.846)
C (-3.949, -0.348, 0.516)
N (-1.216, -0.710, -2.088)
C (-1.701, -0.153, 1.364)
H (2.270, -1.809, 1.550)
H (-4.718, -0.084, -0.192)
H (-3.517, -2.349, 3.217)
H (4.386, 5.009, 0.186)
H (1.879, -1.773, -1.937)
H (3.626, 2.816, 0.934)
C (0.900, -0.197, 1.412)
H (2.817, 7.096, -2.011)
H (-2.866, -3.019, -0.896)
F (-5.445, -1.839, 1.572)
H (0.985, -1.870, 2.770)
C (1.119, 5.307, -0.581)
C (-0.061, -4.540, -0.329)
H (-0.368, -4.573, -2.460)
H (0.415, 6.011, -1.002)
H (2.319, 7.801, -0.478)
H (-0.534, -2.307, 0.911)
C (1.576, 3.151, 0.372)
C (-2.605, -2.746, -1.919)
C (-0.368, 0.422, 1.233)
C (-2.688, 0.212, 0.450)
C (0.826, -1.586, -1.973)
C (0.677, 4.067, -0.170)
C (1.803, 0.788, 1.097)
H (0.466, 0.576, -2.185)
H (-0.358, 3.781, -0.256)
C (2.915, 3.502, 0.501)
C (-1.317, -2.009, -1.963)
H (-2.441, 0.916, -0.327)
N (-0.091, -2.599, -1.895)
C (-3.267, -1.637, 2.445)
C (1.202, -1.630, 1.710)
C (0.114, -0.432, -2.092)

Forces on atoms 1 to 2 (eV/Å):
N 0.08 -0.81 0.21
H -0.03 0.00 -0.03

Output
SMILES string: Cc1ccc(-n2cc(CNCCCn3ccnc3C)c(-c3ccc(F)cc3)n2)cc1
total charge: 0
gap between HOMO and LUMO: 8.58 eV
LUMO: 0.75 eV
HOMO: -0.2876 Ha

Charges per atom according to natural (NBO) partitioning, unit e: atom 1 (N): -0.19, atom 2 (H): 0.25, atom 3 (H): 0.16, atom 4 (C): -0.19, atom 5 (C): -0.63, atom 6 (C): 0.40, atom 7 (H): 0.21, atom 8 (H): 0.22, atom 9 (H): 0.18, atom 10 (N): -0.64, atom 11 (H): 0.21, atom 12 (C): -0.20, atom 13 (H): 0.21, atom 14 (C): -0.21, atom 15 (C): -0.03, atom 16 (H): 0.21, atom 17 (H): 0.22, atom 18 (C): -0.19, atom 19 (H): 0.20, atom 20 (N): -0.25, atom 21 (C): -0.29, atom 22 (N): -0.49, atom 23 (C): -0.09, atom 24 (H): 0.20, atom 25 (H): 0.23, atom 26 (H): 0.23, atom 27 (H): 0.21, atom 28 (H): 0.21, atom 29 (H): 0.21, atom 30 (C): -0.10, atom 31 (H): 0.22, atom 32 (H): 0.22, atom 33 (F): -0.33, atom 34 (H): 0.17, atom 35 (C): -0.20, atom 36 (C): -0.41, atom 37 (H): 0.21, atom 38 (H): 0.21, atom 39 (H): 0.22, atom 40 (H): 0.37, atom 41 (C): 0.21, atom 42 (C): -0.66, atom 43 (C): 0.13, atom 44 (C): -0.13, atom 45 (C): -0.08, atom 46 (C): -0.22, atom 47 (C): -0.03, atom 48 (H): 0.20, atom 49 (H): 0.24, atom 50 (C): -0.25, atom 51 (C): 0.35, atom 52 (H): 0.25, atom 53 (N): -0.35, atom 54 (C): -0.30, atom 55 (C): -0.23, atom 56 (C): -0.09

Look up the total charge of the first one.
+1